{"formula": "C33H26HfIN2O3P", "method": "ωB97M-V/def2-TZVPD", "charge": 2, "lumo_energy_ev": -6.83, "elements": ["Hf", "C", "C", "N", "C", "C", "C", "O", "C", "C", "N", "C", "C", "C", "C", "C", "C", "I", "C", "O", "H", "H", "H", "H", "H", "H", "H", "H", "H", "H", "H", "H", "O", "C", "C", "C", "C", "C", "C", "C", "P", "C", "C", "C", "C", "C", "C", "C", "C", "C", "C", "C", "C", "H", "H", "H", "H", "H", "H", "H", "H", "H", "H", "H", "H", "H", "H"], "xyz": [[-1.369, -0.335, -0.699], [-1.668, 3.950, -1.738], [-1.522, 3.610, -0.291], [-1.081, 4.537, 0.548], [-0.944, 4.249, 1.845], [-1.262, 3.028, 2.408], [-1.094, 2.764, 3.877], [-0.469, 1.483, 4.030], [-1.715, 2.019, 1.542], [-2.119, 0.725, 2.121], [-2.064, -0.412, 1.522], [-2.500, -1.574, 2.245], [-2.261, -1.715, 3.604], [-2.694, -2.857, 4.263], [-3.347, -3.863, 3.566], [-3.560, -3.746, 2.198], [-3.127, -2.602, 1.549], [-3.409, -2.432, -0.503], [-1.828, 2.332, 0.191], [-2.240, 1.364, -0.704], [-1.173, 4.896, -1.939], [-2.724, 4.046, -2.000], [-1.252, 3.175, -2.383], [-0.572, 5.050, 2.473], [-2.061, 2.760, 4.390], [-0.492, 3.555, 4.324], [0.125, 1.504, 4.786], [-2.509, 0.757, 3.135], [-1.719, -0.948, 4.145], [-2.511, -2.963, 5.324], [-3.685, -4.751, 4.082], [-4.057, -4.543, 1.662], [-2.245, -1.231, -3.287], [-1.174, -0.752, -2.919], [-0.016, -0.509, -3.815], [-0.052, -0.674, -5.192], [1.094, -0.428, -5.937], [2.268, -0.035, -5.306], [2.321, 0.115, -3.923], [1.171, -0.120, -3.182], [1.137, 0.078, -1.381], [2.687, 0.719, -0.771], [2.875, 2.102, -0.753], [4.099, 2.622, -0.365], [5.127, 1.768, 0.011], [4.939, 0.392, 0.001], [3.721, -0.139, -0.394], [0.919, -1.589, -0.638], [0.793, -1.674, 0.764], [0.536, -2.899, 1.367], [0.389, -4.039, 0.586], [0.494, -3.963, -0.796], [0.750, -2.744, -1.412], [-0.977, -0.980, -5.665], [1.077, -0.536, -7.013], [3.155, 0.159, -5.894], [3.244, 0.419, -3.447], [2.077, 2.776, -1.044], [4.248, 3.693, -0.355], [6.082, 2.177, 0.312], [5.742, -0.271, 0.292], [3.588, -1.214, -0.417], [0.954, -0.794, 1.384], [0.467, -2.963, 2.445], [0.195, -4.993, 1.061], [0.384, -4.854, -1.399], [0.834, -2.686, -2.489]]}



{"formula": "C33H27AsCrN6O8S", "method": "ωB97M-V/def2-TZVPD", "s2": 3.787, "spin_multiplicity": 4, "charge": 1, "lumo_energy_ev": [-5.02, -4.30], "e_above_lowest_kcal_mol": 51.3, "elements": ["Cr", "O", "C", "O", "C", "C", "C", "N", "C", "C", "C", "C", "C", "C", "C", "N", "C", "C", "C", "C", "C", "N", "H", "H", "H", "H", "H", "H", "H", "H", "H", "H", "O", "C", "O", "C", "C", "C", "C", "C", "C", "N", "O", "O", "N", "O", "O", "H", "H", "H", "S", "C", "N", "C", "C", "C", "C", "C", "C", "H", "H", "H", "H", "H", "C", "As", "C", "C", "H", "H", "H", "H", "H", "H", "H", "H", "H"], "xyz": [[-0.085, 0.856, 0.326], [-6.831, 1.200, 1.483], [-6.434, 1.242, 0.311], [-7.004, 1.346, -0.779], [-4.900, 1.118, 0.195], [-4.257, 0.938, -1.015], [-2.880, 0.831, -1.083], [-2.106, 0.968, 0.014], [-2.735, 1.210, 1.202], [-4.100, 1.247, 1.327], [-1.862, 1.624, 2.320], [-2.308, 1.775, 3.627], [-1.465, 2.348, 4.559], [-0.203, 2.780, 4.170], [0.195, 2.544, 2.876], [-0.602, 1.954, 1.974], [-2.309, 0.605, -2.445], [-2.304, 1.669, -3.338], [-1.928, 1.433, -4.651], [-1.607, 0.139, -5.023], [-1.662, -0.858, -4.058], [-1.987, -0.641, -2.787], [-4.867, 0.877, -1.908], [-4.612, 1.423, 2.263], [-3.306, 1.467, 3.897], [-1.798, 2.477, 5.579], [0.465, 3.273, 4.860], [1.174, 2.848, 2.533], [-2.615, 2.653, -3.012], [-1.918, 2.238, -5.373], [-1.345, -0.105, -6.042], [-1.448, -1.887, -4.324], [0.943, -0.462, 2.980], [0.459, -1.211, 2.160], [-0.235, -0.815, 1.108], [0.625, -2.698, 2.229], [0.018, -3.527, 1.294], [0.302, -4.877, 1.317], [1.135, -5.454, 2.255], [1.709, -4.596, 3.175], [1.486, -3.234, 3.180], [2.638, -5.163, 4.181], [2.686, -6.367, 4.264], [3.303, -4.374, 4.815], [-0.266, -5.723, 0.248], [-0.295, -6.914, 0.436], [-0.591, -5.151, -0.774], [-0.685, -3.137, 0.572], [1.334, -6.515, 2.268], [1.967, -2.601, 3.911], [1.475, -1.663, -3.115], [0.696, -1.253, -1.665], [0.523, 0.020, -1.446], [1.003, 0.781, -2.509], [0.917, 2.168, -2.620], [1.447, 2.766, -3.743], [2.048, 1.997, -4.751], [2.119, 0.623, -4.659], [1.583, 0.019, -3.522], [0.367, -2.011, -0.971], [0.410, 2.768, -1.868], [1.384, 3.838, -3.860], [2.454, 2.491, -5.622], [2.570, 0.035, -5.446], [3.426, 1.090, 2.341], [2.489, 1.268, 0.655], [3.591, 0.129, -0.461], [3.007, 3.064, 0.085], [4.372, 1.622, 2.236], [3.609, 0.034, 2.523], [2.851, 1.482, 3.173], [4.618, 0.199, -0.102], [3.541, 0.459, -1.498], [3.256, -0.904, -0.390], [3.495, 3.572, 0.916], [2.149, 3.652, -0.233], [3.706, 2.984, -0.747]]}



{"formula": "C33H27BaBrN6O2", "method": "ωB97M-V/def2-TZVPD", "lumo_energy_ev": 0.06, "e_above_lowest_kcal_mol": 27.2, "elements": ["Ba", "O", "C", "C", "C", "C", "C", "C", "C", "N", "C", "C", "N", "C", "C", "C", "C", "C", "C", "C", "O", "H", "H", "H", "H", "H", "H", "H", "H", "H", "H", "H", "H", "H", "H", "N", "C", "C", "C", "C", "C", "C", "N", "C", "C", "C", "C", "N", "C", "C", "H", "H", "H", "H", "H", "H", "H", "H", "H", "Br", "C", "C", "C", "C", "C", "N", "H", "H", "H", "H"], "xyz": [[-1.331, 0.173, 1.858], [0.681, -0.713, 2.006], [1.868, -0.691, 2.571], [3.001, -1.245, 1.943], [4.236, -1.247, 2.560], [4.410, -0.704, 3.839], [3.308, -0.155, 4.466], [2.051, -0.116, 3.854], [0.948, 0.502, 4.630], [-0.192, 0.857, 4.185], [-1.220, 1.278, 5.160], [-2.329, 0.208, 5.208], [-3.024, 0.178, 3.901], [-4.280, 0.406, 3.883], [-5.141, 0.624, 2.694], [-6.522, 0.649, 2.920], [-7.426, 0.914, 1.911], [-6.924, 1.201, 0.636], [-5.568, 1.206, 0.386], [-4.631, 0.904, 1.395], [-3.342, 0.901, 1.158], [2.866, -1.681, 0.960], [5.084, -1.687, 2.044], [5.377, -0.720, 4.323], [3.406, 0.270, 5.461], [1.173, 0.665, 5.694], [-1.676, 2.215, 4.834], [-0.799, 1.431, 6.160], [-3.021, 0.414, 6.031], [-1.849, -0.755, 5.398], [-4.815, 0.478, 4.840], [-6.879, 0.450, 3.926], [-8.490, 0.920, 2.102], [-7.608, 1.436, -0.172], [-5.191, 1.458, -0.598], [4.034, -0.425, -4.040], [4.999, -0.044, -4.959], [5.909, -0.775, -5.721], [6.733, -0.047, -6.556], [6.651, 1.358, -6.629], [5.741, 2.062, -5.867], [4.902, 1.340, -5.016], [3.904, 1.800, -4.152], [3.430, 0.722, -3.602], [2.336, 0.692, -2.601], [1.755, 1.878, -2.185], [0.728, 1.811, -1.261], [0.263, 0.670, -0.742], [0.837, -0.463, -1.145], [1.866, -0.497, -2.069], [3.837, -1.356, -3.728], [5.974, -1.854, -5.666], [7.459, -0.567, -7.169], [7.315, 1.892, -7.297], [5.670, 3.142, -5.916], [2.100, 2.826, -2.578], [0.252, 2.725, -0.922], [0.463, -1.379, -0.698], [2.276, -1.461, -2.345], [-1.201, -3.753, 0.259], [-2.360, -2.752, -0.876], [-3.125, -3.435, -1.808], [-3.952, -2.672, -2.612], [-3.979, -1.294, -2.456], [-3.172, -0.727, -1.489], [-2.362, -1.451, -0.700], [-3.071, -4.510, -1.894], [-4.576, -3.152, -3.356], [-4.622, -0.671, -3.064], [-3.164, 0.341, -1.307]]}